Entry 1:
13
Properties=species:S:1:pos:R:3:forces:R:3 method="wB97M-V/def2-TZVPD" max_force_ev_per_a=4.68 e_above_lowest_kcal_mol=56.6 total_charge=0 multiplicity=1
P -3.068667 -0.320045 -0.494120 -0.32 0.72 -0.87
N -0.390792 0.403355 0.680837 -1.31 0.48 -0.10
N -0.149785 1.215439 -0.348389 -1.66 1.23 0.19
C 0.956466 0.967318 -0.930758 0.98 -0.10 0.21
C 0.589669 -0.607254 0.727176 2.22 -1.00 -0.34
C 1.701044 -0.118916 -0.328190 -1.46 0.93 4.35
H -3.868326 0.707566 0.100592 0.22 -0.15 -0.19
H 1.348739 1.556919 -1.714383 -0.04 0.67 -0.83
H 2.583947 0.187256 0.247168 -0.05 0.19 -0.30
H -2.885696 -0.901729 0.721807 0.13 -0.68 1.14
H 0.198257 -1.646723 0.586503 0.05 0.84 -0.31
H 1.971119 -0.806825 -0.986787 1.32 -3.19 -2.90
H 1.014031 -0.636358 1.738542 -0.08 0.05 -0.05



Entry 2:
50
Properties=species:S:1:pos:R:3:forces:R:3 method="wB97M-V/def2-TZVPD" max_force_ev_per_a=1.67 e_above_lowest_kcal_mol=0.0 total_charge=+1 multiplicity=1
O -4.262242 0.291768 -4.007859 -1.01 -0.25 1.07
N -0.824774 -0.115092 -0.128382 -0.29 0.06 -0.07
N -4.697489 -0.160373 -1.791552 0.12 0.06 0.15
C 2.356318 -3.302982 -1.168334 -0.09 0.21 0.08
C -6.562279 0.031170 -3.315476 -0.07 0.06 -0.18
C 1.219179 0.766263 4.134514 -0.16 0.15 -0.67
C -1.007939 -0.043184 -1.453119 -0.81 -0.09 0.20
C 1.662822 3.258305 2.089463 -0.28 -0.70 0.02
C -5.067246 0.075463 -3.108246 0.72 0.18 -0.93
C 1.519647 -1.653876 4.059883 -0.19 0.28 0.30
C -3.408773 -0.125535 -1.254458 0.12 -0.05 0.12
C 1.716496 -2.340233 -0.393117 0.26 -0.12 -0.07
C 2.329513 3.565381 -0.237064 -0.14 0.24 0.26
C 2.113362 4.085864 1.051044 0.05 -0.30 -0.61
C 2.101727 2.212412 -0.520299 -0.11 -0.10 0.15
C 1.540137 -1.645187 2.659479 -0.03 0.17 -0.06
C 1.288012 0.790631 2.747578 0.08 -1.58 0.47
C -1.924806 -0.159194 0.648424 -0.21 -0.07 -0.39
C 3.258424 -0.651662 -1.223037 -0.15 -0.14 0.18
C 3.892534 -1.621008 -1.997838 -0.15 -0.08 0.04
C 1.413787 -0.429370 1.989627 -0.16 0.77 1.30
C -2.270176 -0.051073 -2.064049 0.74 0.05 0.23
C -3.226565 -0.172681 0.143210 0.44 0.04 -0.25
C 1.495058 1.904024 1.834782 0.54 0.75 -1.39
C 1.657515 -0.076885 0.604164 0.22 -0.23 -0.43
C 2.185221 -1.006715 -0.366779 -0.01 -0.41 -0.49
C 3.460286 -2.952834 -1.958357 -0.13 0.33 0.15
C 1.740474 1.361897 0.521713 -0.11 1.23 1.06
C 1.342615 -0.466615 4.792878 0.00 -0.53 -0.41
H 0.836704 -2.598599 0.198352 0.25 0.04 -0.27
H -7.074245 0.714637 -2.625577 0.09 -0.19 -0.13
H 1.999659 -4.333329 -1.145510 0.09 0.31 -0.08
H -6.939810 -0.987556 -3.157027 0.08 0.23 0.01
H 1.078723 1.702619 4.674916 0.19 -0.32 0.04
H -4.085153 -0.212464 0.815271 0.29 0.01 -0.14
H -1.767241 -0.189320 1.729101 0.05 -0.02 -0.28
H 2.204752 1.816913 -1.529470 0.04 0.29 0.19
H 4.734896 -1.334738 -2.629784 -0.26 -0.11 0.22
H 1.323345 -0.503539 5.883818 0.01 -0.01 -0.36
H 1.683369 -2.564639 2.095967 0.07 0.17 0.34
H 1.451752 3.640221 3.088199 0.21 0.07 -0.28
H -6.774555 0.332848 -4.342367 0.02 -0.07 0.19
H 1.644185 -2.600120 4.589567 -0.06 0.33 -0.16
H -0.116209 0.018204 -2.078630 -0.11 -0.06 0.17
H 3.977133 -3.714254 -2.545464 -0.18 0.25 0.17
H 2.677758 4.225601 -1.032832 -0.17 -0.18 0.26
H 2.304640 5.142162 1.244877 -0.09 -0.31 -0.09
H -2.356841 0.007076 -3.142081 0.02 -0.02 0.27
H -5.470024 -0.303700 -1.154714 0.27 0.05 0.03
H 3.626323 0.373299 -1.225404 0.04 -0.41 0.06